Entry w
The following is a quantum chemistry calculation of C3H3ClO2 in the gas phase, from OMol25.

Calculated values
E_HOMO = -10.3 eV
molar mass = 106.508 g/mol
total charge = 0

CARTESIAN COORDINATES (ANGSTROEM)
C (0.455, -0.165, 0.385)
C (-0.097, 1.198, -0.085)
C (-0.446, -1.194, -0.304)
H (0.225, -0.217, 1.493)
H (0.653, 1.963, -0.409)
H (-0.160, -1.426, -1.278)
O (-1.253, 1.546, 0.012)
O (-1.512, -1.506, 0.174)
Cl (2.134, -0.199, 0.012)

=====

Entry x
The following is a quantum chemistry calculation of 2 unconnected molecules or ions with the total composition C3H3ClO2, from OMol25.

Calculated values
E_HOMO = -9.5 eV
molar mass = 106.508 g/mol
total charge = 0

CARTESIAN COORDINATES (ANGSTROEM)
C (1.186, 0.193, -0.018)
C (1.927, -0.856, -0.106)
C (-1.808, 0.343, 0.190)
O (2.569, -1.797, -0.368)
O (-1.577, 1.380, -0.335)
Cl (-2.510, -1.013, -0.611)
H (0.455, 0.501, -0.783)
H (1.448, 1.078, 0.623)
H (-1.690, 0.171, 1.406)

=====

entry w is favored, and the nearest alternative lies 0.0202 hartree above it.